*A*
C46H66N11O6P | the ωB97M-V functional and the def2-TZVPD basis

2S+1 = 1
HOMO = -3.21 eV
gap between HOMO and LUMO = 7.238 eV
charge = -2

Geometry (Å):
C (-11.1033, 18.5796, 45.0191)
O (-11.2184, 17.3955, 45.8517)
C (-12.0215, 16.3881, 45.4517)
C (-11.2720, 15.4009, 44.4426)
N (-11.9397, 14.1457, 44.1632)
H (-12.8051, 14.2140, 43.6353)
H (-11.3774, 13.9392, 43.2266)
C (-11.7714, 13.0397, 45.2279)
C (-11.7875, 11.6970, 44.7351)
O (-11.8440, 10.7240, 45.7659)
C (-12.3516, 9.4133, 45.3775)
H (-12.1423, 19.2197, 44.6527)
H (-10.7730, 18.4667, 44.0313)
H (-10.5000, 19.5095, 45.3188)
H (-12.7505, 16.8628, 44.6581)
H (-12.4251, 15.5510, 46.1848)
H (-10.3009, 15.1868, 44.9395)
H (-10.7601, 15.6771, 43.5540)
H (-12.3932, 13.1874, 45.8202)
H (-10.8630, 13.0528, 45.7018)
H (-10.8531, 11.5951, 44.2826)
H (-12.5697, 11.5542, 43.9131)
H (-12.6936, 8.6510, 46.2130)
H (-11.6533, 8.8484, 44.7169)
H (-13.4284, 9.5868, 45.0409)
P (-12.2299, 13.4084, 41.0067)
O (-11.9244, 14.8933, 40.7563)
O (-11.9341, 12.3766, 39.8665)
O (-13.5295, 13.1972, 41.7228)
O (-11.3293, 13.1305, 42.0475)
N (-9.6524, 16.1121, 40.7232)
C (-9.4649, 17.1863, 39.8912)
C (-8.2682, 17.8028, 40.1982)
C (-7.5442, 16.8626, 41.0891)
C (-8.4788, 15.8863, 41.4661)
H (-10.3835, 15.4952, 40.7246)
H (-10.2500, 17.3986, 39.1758)
H (-7.8865, 18.7409, 39.6461)
H (-6.4324, 16.8140, 41.2686)
H (-8.3274, 14.9933, 41.9737)
N (-13.0490, 11.7160, 37.8216)
C (-12.9464, 12.5489, 36.7449)
C (-13.9671, 12.1805, 35.9341)
C (-14.7730, 11.1865, 36.7368)
C (-14.1877, 10.9525, 37.8723)
H (-12.5325, 11.7806, 38.8077)
H (-12.2736, 13.4240, 36.7047)
H (-14.2446, 12.4826, 35.0762)
H (-15.7502, 10.8070, 36.1940)
H (-14.5923, 10.6583, 38.9158)
N (-9.8119, 12.3553, 38.5976)
C (-9.7315, 11.5403, 37.5360)
C (-8.5444, 11.9502, 36.8868)
C (-7.9547, 13.0353, 37.6714)
C (-8.7283, 13.1295, 38.7449)
H (-10.7934, 12.4835, 39.0723)
H (-10.3935, 10.8099, 37.3332)
H (-8.0018, 11.5794, 36.1629)
H (-7.0213, 13.7616, 37.4518)
H (-9.0008, 13.7686, 39.6670)
N (-11.2753, 10.0034, 40.3361)
C (-11.3906, 8.8738, 39.5130)
C (-11.0680, 7.8628, 40.1921)
C (-10.5061, 8.3253, 41.5059)
C (-10.7231, 9.7389, 41.5300)
H (-11.4860, 11.0609, 40.2187)
H (-11.8863, 8.9231, 38.6862)
H (-11.3694, 6.8392, 39.7996)
H (-10.2311, 7.9648, 42.5280)
H (-10.5828, 10.3435, 42.2330)
N (-14.6475, 13.6367, 43.7209)
C (-14.7761, 14.8910, 44.2273)
C (-15.6333, 14.8381, 45.1561)
C (-15.9243, 13.4358, 45.4400)
C (-15.2973, 12.7126, 44.6001)
H (-14.0710, 13.3514, 42.8274)
H (-14.3807, 15.7082, 43.3800)
H (-15.9833, 15.6541, 45.6748)
H (-16.6680, 13.0256, 46.3689)
H (-15.1490, 11.6311, 44.3386)
N (-15.7808, 13.9254, 40.6746)
C (-15.7714, 14.0715, 39.3157)
C (-17.0609, 14.3516, 38.9942)
C (-17.7799, 14.4623, 40.3615)
C (-17.0304, 14.0981, 41.3696)
H (-15.0171, 14.0766, 41.4184)
H (-14.7300, 14.0806, 38.7317)
H (-17.3146, 14.6036, 38.0904)
H (-18.7688, 14.6482, 40.5298)
H (-16.9617, 14.2120, 42.4136)
N (-12.2046, 15.6954, 38.4186)
C (-13.4069, 16.2037, 37.9453)
C (-13.2857, 16.5406, 36.6619)
C (-11.8871, 16.1791, 36.2356)
C (-11.2698, 15.5968, 37.3377)
H (-12.2304, 15.2913, 39.5019)
H (-14.3373, 16.3473, 38.5253)
H (-13.9475, 17.1161, 36.0815)
H (-11.2576, 16.3188, 35.4186)
H (-10.1619, 15.2189, 37.3507)
N (-12.9313, 16.9871, 41.3229)
C (-12.2383, 18.1151, 41.7006)
C (-13.2337, 19.0556, 41.9396)
C (-14.6296, 18.4821, 41.5688)
C (-14.3419, 17.1898, 41.3145)
H (-12.4010, 16.1244, 41.0470)
H (-11.1693, 18.2010, 41.9167)
H (-12.9703, 20.1037, 42.3280)
H (-15.5593, 19.1344, 41.1656)
H (-15.0219, 16.4270, 40.9372)
N (-14.9606, 10.9406, 41.5210)
C (-16.0647, 10.6480, 40.8400)
C (-16.2996, 9.3230, 40.8024)
C (-15.2618, 8.6829, 41.5989)
C (-14.3695, 9.7369, 42.0021)
H (-14.4532, 11.8995, 41.3025)
H (-16.5144, 11.5302, 40.4203)
H (-17.1622, 8.9812, 40.2746)
H (-15.1473, 7.5630, 41.7550)
H (-13.5091, 9.7502, 42.5184)
N (-9.0004, 12.4849, 42.4113)
C (-8.3545, 12.9206, 43.5597)
C (-7.0598, 12.3651, 43.5714)
C (-7.0573, 11.4050, 42.3128)
C (-8.2679, 11.6943, 41.6680)
H (-10.0788, 12.7448, 42.0283)
H (-8.7541, 13.4798, 44.4107)
H (-6.2401, 12.2839, 44.2542)
H (-6.0609, 10.8324, 41.9680)
H (-8.7196, 11.2196, 40.8395)

---

*B*
C46H66N11O6P | the ωB97M-V functional and the def2-TZVPD basis

2S+1 = 1
HOMO = -2.81 eV
gap between HOMO and LUMO = 6.499 eV
charge = -2

Geometry (Å):
C (2.1279, 1.6204, 4.4992)
O (1.9923, 0.4811, 3.6647)
C (1.5078, 0.7920, 2.3712)
C (0.0546, 0.1420, 2.2132)
N (-0.4297, 0.1035, 0.8682)
H (-1.4443, -0.0651, 1.0497)
H (-0.4604, 1.0729, 0.2476)
C (0.2743, -0.8081, -0.1297)
C (-0.0027, -0.5745, -1.5748)
O (0.2672, -1.7184, -2.2044)
C (0.0991, -1.5692, -3.6292)
H (2.5742, 1.3305, 5.2925)
H (1.2082, 1.9956, 4.6408)
H (2.9107, 2.2499, 3.9867)
H (2.2449, 0.6339, 1.7115)
H (1.6598, 1.7874, 2.0021)
H (-0.7220, 0.7752, 2.7448)
H (-0.0380, -0.8811, 2.3089)
H (0.0265, -1.8219, 0.0560)
H (1.3112, -0.6264, -0.0021)
H (0.7347, 0.2121, -1.6714)
H (-1.0691, -0.2800, -1.7172)
H (-0.8526, -1.5187, -4.0527)
H (0.3792, -2.3999, -3.9790)
H (0.7907, -0.8563, -4.0327)
P (-1.7558, 3.0358, -0.2110)
O (-1.7864, 3.8011, 1.0849)
O (-1.9052, 3.9280, -1.5358)
O (-2.7640, 1.9849, -0.2614)
O (-0.5393, 2.2421, -0.2378)
N (0.1559, 5.1092, 2.3399)
C (0.0771, 6.3452, 2.9825)
C (1.3680, 6.7512, 3.3065)
C (2.2489, 5.5570, 2.8818)
C (1.4694, 4.6423, 2.1709)
H (-0.6486, 4.5402, 1.8459)
H (-0.9243, 6.8923, 3.1060)
H (1.5910, 7.6749, 3.9112)
H (3.4972, 5.2783, 2.9779)
H (1.6956, 3.6749, 1.5464)
N (3.2878, -2.6424, 0.5130)
C (3.1377, -2.4096, 1.8343)
C (4.0527, -1.5311, 2.3669)
C (4.9969, -1.3361, 1.1719)
C (4.4417, -1.9117, 0.0904)
H (2.7956, -3.0463, -0.1523)
H (2.2193, -2.6257, 2.4411)
H (4.1738, -1.0340, 3.3119)
H (5.9434, -0.9023, 1.3657)
H (4.9160, -2.2886, -0.9611)
N (0.6193, -1.2474, 5.2687)
C (1.0717, -2.3430, 6.1034)
C (0.0338, -2.8447, 6.6761)
C (-1.1325, -2.0727, 6.3252)
C (-0.7559, -1.1314, 5.3732)
H (1.2655, -0.8532, 4.4918)
H (2.1105, -2.5002, 6.1061)
H (0.1174, -3.7321, 7.2665)
H (-2.1746, -2.2721, 6.6886)
H (-1.1488, -0.3866, 4.7682)
N (-0.9008, 3.5968, -3.8387)
C (-1.4852, 3.9683, -4.9770)
C (-0.7994, 3.5831, -6.0547)
C (0.2414, 2.5579, -5.4693)
C (0.1994, 2.7110, -4.1182)
H (-1.3325, 3.8145, -2.9956)
H (-2.2757, 4.5193, -4.8677)
H (-1.1006, 3.4404, -7.1063)
H (0.9830, 2.0497, -6.0936)
H (0.8128, 2.2122, -3.4721)
N (-3.2949, -0.4731, 0.4823)
C (-3.2720, -0.8408, 1.7913)
C (-3.3546, -2.1596, 1.9071)
C (-3.4363, -2.7049, 0.4343)
C (-3.3814, -1.5305, -0.3582)
H (-3.0434, 0.5437, 0.2562)
H (-3.3648, -0.2836, 2.6416)
H (-3.5065, -2.8795, 2.6465)
H (-3.4175, -3.8572, 0.1074)
H (-3.2622, -1.5220, -1.4855)
N (1.6882, -3.7685, -1.8508)
C (2.9652, -4.0114, -2.3546)
C (3.3326, -5.3305, -1.9063)
C (2.1036, -5.8874, -1.1345)
C (1.1900, -4.8603, -1.1356)
H (1.2233, -2.8629, -1.9224)
H (3.6869, -3.3190, -3.0344)
H (4.3255, -5.8423, -2.0341)
H (1.9267, -6.7599, -0.6050)
H (0.2045, -4.6949, -0.7017)
N (0.7157, -5.4553, -4.2405)
C (-0.5626, -5.1788, -4.5822)
C (-1.1182, -6.1885, -5.3057)
C (0.1288, -7.2009, -5.3389)
C (1.1358, -6.6774, -4.7682)
H (1.3767, -4.8622, -3.3302)
H (-0.9727, -4.2439, -4.1962)
H (-1.9965, -6.3235, -5.5718)
H (0.0244, -8.1313, -5.8548)
H (2.2190, -7.0652, -4.5425)
N (-2.6866, 2.7626, 3.3717)
C (-1.9157, 2.6191, 4.5332)
C (-2.7911, 2.0189, 5.4340)
C (-4.0799, 1.6823, 4.7776)
C (-3.9476, 2.1977, 3.5347)
H (-2.4384, 3.2168, 2.5511)
H (-0.8353, 3.0577, 4.4303)
H (-2.5191, 1.7973, 6.4211)
H (-4.9722, 1.2912, 5.2170)
H (-4.7989, 2.2400, 2.7154)
N (-3.5927, 1.1335, -2.5735)
C (-4.8816, 0.7306, -2.8483)
C (-4.8658, 0.3584, -4.1864)
C (-3.4827, 0.6253, -4.6584)
C (-2.6732, 0.9084, -3.6212)
H (-3.0778, 1.3741, -1.6218)
H (-5.7880, 0.8861, -2.1584)
H (-5.6810, 0.0680, -4.6860)
H (-3.2225, 0.3334, -5.6283)
H (-1.6431, 1.0664, -3.4151)
N (1.9049, 2.7111, -0.8555)
C (2.8784, 1.7859, -0.9704)
C (3.9226, 2.4304, -1.7542)
C (3.3656, 3.7342, -2.0591)
C (2.1999, 3.9538, -1.4631)
H (0.9431, 2.4975, -0.5969)
H (2.7184, 0.8005, -0.3760)
H (4.9538, 1.9792, -2.2932)
H (3.8831, 4.4165, -2.5217)
H (1.6222, 4.8184, -1.3393)

---

Most stable: *B*